{"formula": "C3H7NO2", "method": "wB97M-V/def2-TZVPD", "fmax_ev_per_a": 0.35, "e_above_lowest_kcal_mol": 9.95, "smiles": "C[C@@H](O)C(N)=O", "homo_energy_ev": -9.797, "lumo_ev": 0.729, "symbols": ["N", "O", "C", "C", "H", "H", "H", "H", "H", "H", "O", "C", "H"], "coordinates": [[-0.1204, -1.8642, 0.0096], [1.8899, -0.9925, 0.6339], [0.2206, 1.1805, -0.8280], [0.6939, -0.8694, 0.4370], [-0.3098, 2.1386, -0.8659], [0.4994, 1.0565, 1.3253], [0.2626, -2.7846, -0.1396], [-1.7949, 1.1605, 0.7824], [-0.1625, 0.5343, -1.6247], [1.2849, 1.3575, -1.0020], [-1.3635, 0.2974, 0.7975], [0.0141, 0.4936, 0.5182], [-1.1144, -1.7080, -0.0437]], "nbo_charge": [-0.826, -0.616, -0.628, 0.655, 0.205, 0.188, 0.404, 0.476, 0.216, 0.234, -0.729, 0.005, 0.415]}